# 1
48
Properties=species:S:1:pos:R:3 method="wB97M-V/def2-TZVPD" homo_lumo_gap_ev=9.32 e_homo_ev=-9.3054 smiles="NCCC/C=C/CO.O.O.O.O.O.O.O.O.O"
H -0.0137 1.8870 -0.0438
H 0.5186 0.5202 2.4895
H 1.0439 1.1132 -2.1909
H -1.3833 1.0280 1.6964
H -4.7083 -1.1390 -1.1734
O 3.8546 1.5096 1.5401
H -3.3950 1.2224 0.9017
O -0.1325 4.0633 0.4079
H -3.4031 -0.5523 -1.4566
O -0.3396 -3.0075 -2.1269
H 2.0405 3.3239 0.2178
C 0.0145 -0.4374 2.3419
H -2.0579 -0.6668 1.6539
H -0.4652 4.6818 1.0184
H 2.0415 -1.5704 1.9896
C -0.0544 1.0572 -2.1275
H -0.4122 0.3729 -2.8768
H 1.9554 -3.2266 -0.1110
H 3.2159 1.1919 0.8369
O -3.8609 -1.1447 -0.8352
H -2.7020 -3.4342 -0.1984
H 1.6290 2.8171 -1.1498
H 2.9451 0.5600 -1.1751
N 0.3126 -2.7283 1.3339
H 2.4139 -2.0863 -0.8770
H -0.1008 -0.8839 3.4154
H 0.1698 -3.3084 2.0636
H 3.4844 2.4475 1.5410
O -0.5668 2.3772 -2.5267
H 4.0387 -0.2373 -0.4045
O -3.3625 1.9609 1.4992
O -2.4598 -3.0391 0.6072
C -1.2130 -0.0936 1.4448
H -0.5293 -3.1934 -1.1796
C 0.9716 -1.3484 1.5891
H 0.5672 -2.6908 -2.1821
C -0.4422 0.9902 -0.6063
H 1.1730 -1.0042 0.5934
O 3.0875 -0.1468 -0.4958
H -0.7199 3.3660 0.4321
O 2.5452 -3.0184 -0.8834
H -2.3946 -2.0770 0.5517
H -1.1806 -1.0279 -0.5996
H -0.5473 -2.6770 0.9859
H -4.0111 2.6650 1.2457
C -0.9991 -0.1123 -0.1221
O 2.4210 2.7998 -0.5613
H -0.5555 2.5063 -3.4714

=====

# 2
48
Properties=species:S:1:pos:R:3 method="wB97M-V/def2-TZVPD" homo_lumo_gap_ev=9.05 e_homo_ev=-8.8761 smiles=CC(C)CNCCN.O.O.O.O.O.O.O.O
H -1.4024 3.0426 3.2131
O -2.1660 0.9948 -1.7783
H 1.3217 -3.4067 2.7956
H 4.0080 -1.6656 -2.4461
H -2.8196 -1.0225 3.7790
C -0.1667 2.5626 0.9315
H -3.5650 0.2493 3.2637
O 1.4785 3.1640 -1.6905
C -0.6300 -1.3119 -0.4442
H 0.9101 1.7171 2.4300
N 0.9441 -3.1293 0.0128
O 3.0451 -1.5517 -2.4290
H -0.7039 2.1801 0.0145
O 2.6491 0.6434 -0.9198
H -2.2303 -0.9069 -3.6324
H 1.1490 -4.0443 -0.2026
H -1.3048 -1.8411 0.2905
H -1.0218 -1.4575 -3.1091
H 1.0562 0.0050 0.1719
H 2.8916 -0.8359 -1.8130
C -0.5738 0.1315 1.5966
N -0.0282 -0.1468 0.2350
H 1.1058 2.1026 -4.9289
C -1.0837 1.9665 3.3017
H 1.3954 2.7334 -2.5242
C 0.2326 -2.3713 -1.0091
H -0.6140 -0.6673 2.4078
O -1.8501 -1.6996 -3.3644
C -0.1881 1.4976 2.1596
H -2.9963 1.1282 -1.3439
H 0.0029 -4.1328 3.2005
H -0.4089 -3.0162 -1.6459
H 3.2531 1.1525 -0.3247
H 0.5638 3.2913 -1.3186
H 1.9248 1.1244 -1.3251
O 0.8667 1.8758 -4.0606
H -1.3987 0.8283 -1.0432
H -0.7458 1.7910 4.2891
O -3.1584 -0.2968 4.0943
H 1.1065 1.0298 -4.0561
H 0.8990 2.5954 0.6754
H -1.2552 -0.8165 -1.3283
H -0.2910 3.6208 1.2787
H -1.6966 0.1123 1.4359
H 0.8645 -2.0273 -1.8935
O 1.0048 -4.0499 3.4868
H 1.6294 -2.5803 0.3698
H -2.0034 1.4378 3.1974